# 1
{"formula": "C8H16AlBO4", "method": "wB97M-V/def2-TZVPD", "symbols": ["Al", "O", "O", "O", "O", "C", "C", "C", "C", "C", "C", "C", "C", "B", "H", "H", "H", "H", "H", "H", "H", "H", "H", "H", "H", "H", "H", "H", "H", "H"], "positions_angstrom": [[4.411, -2.722, -1.053], [3.624, 5.521, -4.974], [-1.480, -5.253, 2.237], [3.127, 3.934, -3.312], [-3.752, -4.987, 2.395], [-4.295, -6.514, 4.056], [-2.833, -6.723, 3.712], [-4.799, -5.731, 2.860], [2.882, 4.987, -3.934], [-2.574, -5.581, 2.711], [1.567, 6.603, -4.972], [1.694, 5.841, -3.671], [2.999, 6.674, -5.445], [2.622, 0.635, 3.168], [-4.498, -6.030, 5.011], [3.606, 0.797, 2.756], [0.943, 6.220, -5.780], [3.437, 7.593, -5.055], [-5.616, -5.040, 3.067], [-4.853, -7.451, 4.075], [-2.702, -7.713, 3.276], [-5.144, -6.293, 1.993], [3.130, 6.780, -6.522], [1.212, 7.603, -4.723], [2.456, 1.438, 3.869], [1.880, 0.623, 2.386], [-2.223, -6.580, 4.604], [0.872, 5.145, -3.499], [1.822, 6.555, -2.858], [2.483, -0.335, 3.621]], "nbo_charge": [0.9998, -0.4276, -0.4164, -0.4172, -0.4199, -0.4379, -0.5074, -0.0810, 0.8035, 0.7980, -0.4278, -0.5149, -0.0838, -0.3645, 0.2393, 0.1253, 0.2363, 0.1914, 0.2273, 0.2460, 0.2676, 0.1980, 0.2245, 0.2428, 0.1547, 0.1726, 0.2653, 0.2625, 0.2707, 0.1727], "homo_lumo_gap_ev": 1.567, "e_lumo_ev": -13.05, "spin_multiplicity": 1, "charge": 2, "de_lowest_kj_mol": 962.1, "e_homo_ev": -14.62}

# 2
{"formula": "C17H32InN8S", "method": "wB97M-V/def2-TZVPD", "symbols": ["In", "S", "N", "N", "N", "N", "N", "N", "N", "N", "C", "C", "C", "C", "C", "C", "C", "C", "C", "C", "C", "C", "C", "C", "C", "C", "C", "H", "H", "H", "H", "H", "H", "H", "H", "H", "H", "H", "H", "H", "H", "H", "H", "H", "H", "H", "H", "H", "H", "H", "H", "H", "H", "H", "H", "H", "H", "H", "H"], "positions_angstrom": [[2.973, -0.285, 1.303], [0.421, -0.740, -1.105], [7.140, -2.756, 2.416], [-3.521, -3.532, 4.774], [-0.749, 5.855, -2.773], [-3.340, -3.106, 0.840], [2.453, 1.010, 2.918], [-1.205, -0.849, -4.330], [0.649, 3.989, -8.051], [0.066, 0.253, 5.326], [-0.641, 5.164, -3.684], [-2.891, -1.663, -2.512], [-1.981, -1.216, -3.564], [7.046, -1.619, 2.551], [-0.571, -1.963, 4.104], [-0.521, 4.326, -4.872], [1.405, 6.446, -8.496], [-0.220, -0.724, 4.793], [-3.891, -4.081, 5.712], [1.071, -1.136, 0.538], [0.396, 1.075, -1.091], [-4.265, -3.501, 1.392], [7.006, -0.172, 2.745], [1.479, 1.771, -1.934], [-5.438, -4.032, 2.080], [-4.342, -4.790, 6.907], [0.978, 5.069, -8.261], [-6.030, -3.213, 2.485], [0.237, -2.255, 3.436], [-6.039, -4.597, 1.369], [0.906, 7.104, -7.787], [1.029, 2.302, -2.779], [2.482, 6.517, -8.357], [3.834, 0.716, 0.121], [7.930, 0.139, 3.231], [-5.119, -4.676, 2.895], [-4.505, -5.839, 6.667], [2.396, 1.970, 2.584], [-0.600, 1.356, -1.442], [0.285, -0.849, 1.252], [6.906, 0.342, 1.790], [-3.555, -0.846, -2.237], [1.148, 6.742, -9.511], [-1.477, -1.823, 3.517], [6.151, 0.124, 3.351], [-5.270, -4.347, 7.264], [-2.281, -1.933, -1.648], [1.514, 0.804, 3.251], [-0.749, -2.741, 4.844], [4.029, -1.572, 1.881], [-3.581, -4.709, 7.680], [2.186, 1.043, -2.332], [2.052, 2.487, -1.341], [1.092, -2.233, 0.520], [0.454, 1.378, -0.043], [-1.289, 4.599, -5.592], [-0.627, 3.272, -4.616], [0.458, 4.459, -5.328], [-3.475, -2.515, -2.855]], "lowdin_charge": [0.3334, 0.7003, 0.1128, 0.1665, 0.1172, 0.1503, -0.2331, 0.1236, 0.1421, 0.1293, -0.2906, -0.0965, -0.3217, -0.3149, -0.0783, -0.0868, -0.0685, -0.2834, -0.2499, -0.6862, -0.5517, -0.2842, -0.0835, -0.1726, -0.0883, -0.0628, -0.2803, 0.0797, 0.0780, 0.0764, 0.0817, 0.0387, 0.0823, -0.1244, 0.0720, 0.0532, 0.0813, -0.0894, 0.0463, -0.0331, 0.0790, 0.0782, 0.0793, 0.0659, 0.0779, 0.0814, 0.0341, -0.1178, 0.0592, -0.1307, 0.0848, 0.0518, 0.0558, -0.0282, 0.0584, 0.0752, 0.0794, 0.0592, 0.0722], "homo_lumo_gap_ev": 5.301, "e_lumo_ev": 1.62, "spin_multiplicity": 1, "charge": -1, "de_lowest_kj_mol": 0.0, "e_homo_ev": -3.68}

# 3
{"formula": "CH3IO3S", "method": "wB97M-V/def2-TZVPD", "symbols": ["I", "S", "O", "O", "O", "C", "H", "H", "H"], "positions_angstrom": [[-0.579, -2.576, 2.698], [-1.202, -2.459, -0.719], [-0.429, -1.102, -1.245], [0.921, -2.542, 1.651], [-1.873, -2.158, 0.494], [-0.084, -0.144, -0.162], [-0.869, 0.383, 0.301], [0.415, 0.623, -0.833], [0.656, -0.758, 0.318]], "nbo_charge": [0.8175, 1.3030, -0.7026, -0.8840, -0.8891, -0.2927, 0.2042, 0.2031, 0.2406], "homo_lumo_gap_ev": [6.743, 8.208], "e_lumo_ev": [-1.86, -0.92], "spin_multiplicity": 1, "de_lowest_kj_mol": 348.4, "e_homo_ev": [-8.60, -9.13]}

# 4
{"formula": "H28O14", "method": "wB97M-V/def2-TZVPD", "symbols": ["O", "O", "O", "O", "O", "O", "O", "O", "O", "O", "O", "O", "O", "O", "H", "H", "H", "H", "H", "H", "H", "H", "H", "H", "H", "H", "H", "H", "H", "H", "H", "H", "H", "H", "H", "H", "H", "H", "H", "H", "H", "H"], "positions_angstrom": [[-13.565, -8.979, 11.943], [-11.319, -9.271, 5.563], [-8.562, -9.629, 10.644], [-11.137, -9.407, 9.505], [-10.203, -11.290, 12.666], [-9.993, -6.710, 8.757], [-11.231, -9.190, 13.716], [-13.962, -9.602, 9.325], [-9.850, -10.908, 7.074], [-13.473, -7.438, 7.893], [-12.594, -11.522, 11.014], [-9.936, -12.152, 9.565], [-10.455, -6.831, 6.040], [-11.076, -7.055, 11.571], [-10.742, -7.215, 10.695], [-12.964, -10.709, 11.380], [-13.805, -10.540, 9.211], [-10.410, -10.369, 12.926], [-14.049, -8.320, 12.445], [-13.661, -9.188, 8.502], [-9.388, -11.545, 6.438], [-9.484, -9.655, 10.284], [-11.669, -8.838, 12.929], [-13.481, -7.184, 8.833], [-10.013, -6.450, 7.851], [-13.181, -12.154, 10.543], [-9.322, -7.384, 8.755], [-10.671, -9.122, 4.877], [-8.603, -9.794, 11.572], [-11.476, -8.978, 8.728], [-10.043, -12.963, 9.082], [-10.845, -11.980, 9.797], [-9.811, -11.244, 8.030], [-10.743, -7.739, 6.169], [-10.457, -6.380, 11.861], [-10.952, -11.553, 12.146], [-10.421, -8.664, 13.785], [-11.265, -6.318, 5.952], [-13.787, -8.801, 11.039], [-10.947, -10.039, 5.986], [-13.156, -6.652, 7.397], [-11.872, -9.617, 10.067]], "nbo_charge": [-0.9837, -0.9633, -0.9829, -0.9713, -0.9883, -0.9877, -0.9401, -0.9842, -1.0235, -0.9657, -1.0113, -0.9106, -0.9733, -0.9728, 0.5004, 0.5216, 0.4805, 0.4689, 0.4947, 0.5070, 0.4789, 0.4921, 0.5054, 0.4871, 0.4935, 0.4919, 0.4809, 0.4708, 0.4740, 0.4895, 0.4601, 0.4858, 0.5288, 0.4974, 0.4702, 0.4679, 0.4747, 0.4599, 0.4967, 0.5036, 0.4908, 0.4854], "homo_lumo_gap_ev": 9.523, "e_lumo_ev": -0.19, "spin_multiplicity": 1, "de_lowest_kj_mol": 140.3, "e_homo_ev": -9.71}

# 5
{"formula": "C12H11AuN2OS5SbSe2", "method": "wB97M-V/def2-TZVPD", "symbols": ["Au", "Sb", "Se", "Se", "S", "S", "S", "S", "S", "O", "N", "N", "C", "C", "C", "C", "C", "C", "C", "C", "C", "C", "C", "C", "H", "H", "H", "H", "H", "H", "H", "H", "H", "H", "H"], "positions_angstrom": [[0.367, -0.644, -0.096], [3.663, -2.265, 0.058], [2.619, 0.626, 2.371], [-1.308, 0.327, 1.612], [-0.831, -0.262, -2.312], [-2.948, 0.836, -3.815], [4.900, -0.421, -0.279], [1.728, -2.010, -1.465], [1.975, -1.386, 1.903], [-2.411, 1.592, -1.326], [-0.922, -2.169, 0.748], [1.766, 1.011, -0.345], [-0.834, -3.512, 0.701], [3.096, 2.733, 0.589], [-1.485, -4.284, 1.630], [3.127, 3.385, -0.623], [2.522, 2.800, -1.725], [-2.139, 0.864, -2.387], [-2.282, -2.264, 2.674], [-1.584, -1.540, 1.713], [1.850, 1.616, -1.551], [-3.557, 2.471, -1.345], [2.425, 1.522, 0.692], [-2.226, -3.642, 2.626], [-3.454, 3.210, -2.130], [-0.245, -3.927, -0.110], [1.360, 1.118, -2.375], [-4.467, 1.899, -1.504], [-2.819, -1.740, 3.452], [-2.744, -4.229, 3.373], [-1.410, -5.361, 1.586], [3.618, 3.126, 1.452], [2.566, 3.251, -2.707], [-3.561, 2.937, -0.366], [3.648, 4.332, -0.718]], "mulliken_spin": [0.2156, 0.0014, 0.0030, 0.0378, 0.4476, 0.1513, -0.0012, -0.0710, 0.0448, -0.0072, 0.1083, 0.0919, -0.0066, 0.0063, 0.0084, -0.0027, 0.0036, -0.0351, 0.0081, -0.0024, 0.0017, 0.0036, -0.0018, -0.0047, -0.0036, 0.0023, -0.0016, -0.0018, 0.0006, -0.0001, 0.0000, 0.0012, 0.0005, 0.0021, -0.0003], "s2": 0.7906, "homo_lumo_gap_ev": [5.239, 4.970], "e_lumo_ev": [-2.26, -2.51], "spin_multiplicity": 2, "de_lowest_kj_mol": 99.7, "e_homo_ev": [-7.50, -7.48]}

# 6
{"formula": "C2H3NO2S", "method": "wB97M-V/def2-TZVPD", "symbols": ["S", "O", "O", "N", "C", "C", "H", "H", "H"], "positions_angstrom": [[0.291, -2.631, 0.174], [1.112, 1.740, 0.614], [-0.481, 1.562, 1.986], [0.021, 1.311, 0.932], [-0.615, 0.441, 0.065], [0.867, -1.203, 0.144], [1.615, -0.319, 0.263], [-0.476, 0.503, -0.974], [-1.592, -0.014, 0.445]], "nbo_charge": [0.3042, -0.4528, -0.3958, 0.4726, -0.3540, -0.3086, 0.2881, 0.2211, 0.2251], "homo_lumo_gap_ev": [7.564, 7.565], "e_lumo_ev": [-1.33, -1.33], "spin_multiplicity": 1, "de_lowest_kj_mol": 673.4, "e_homo_ev": [-8.89, -8.89]}

# 7
{"formula": "C20H28N4O5S2", "method": "wB97M-V/def2-TZVPD", "symbols": ["S", "S", "O", "O", "O", "O", "O", "N", "N", "N", "N", "C", "C", "C", "C", "C", "C", "C", "C", "C", "C", "C", "C", "C", "C", "C", "C", "C", "C", "C", "C", "H", "H", "H", "H", "H", "H", "H", "H", "H", "H", "H", "H", "H", "H", "H", "H", "H", "H", "H", "H", "H", "H", "H", "H", "H", "H", "H", "H"], "positions_angstrom": [[-0.197, 4.573, -2.454], [5.349, 0.571, -4.271], [-0.061, 2.214, -0.665], [-3.558, -5.574, 1.875], [-2.577, -0.345, 2.065], [-3.712, -4.123, 0.175], [-0.786, -0.768, 3.343], [-1.061, 1.666, -2.921], [-1.035, 0.535, -2.086], [4.996, 2.285, -4.167], [6.330, 0.106, -2.891], [-4.224, -5.026, 0.834], [-0.448, 2.747, -2.006], [7.244, 1.622, -0.688], [5.661, 4.263, -2.253], [4.965, 5.556, -2.981], [7.237, 3.164, -0.064], [-5.552, -5.602, 0.440], [2.671, 4.617, -1.751], [6.471, 4.446, -0.815], [1.175, 5.210, -1.294], [-1.843, -1.162, 2.853], [-0.434, 0.770, -0.684], [-4.135, -6.491, 2.822], [-4.978, -0.728, 2.129], [3.410, 5.844, -2.550], [-3.716, -0.764, 1.292], [-2.386, -2.517, 3.195], [-4.061, -7.914, 2.308], [6.429, 1.425, -2.121], [5.668, 2.712, -2.869], [-4.447, -8.615, 3.055], [6.535, 5.491, -0.271], [-3.016, -2.947, 2.420], [-3.025, -8.183, 2.075], [1.177, 6.393, -1.446], [0.928, 5.004, -0.167], [2.433, 3.671, -2.414], [7.844, 3.302, 0.943], [-5.852, -0.990, 1.524], [-3.538, -6.408, 3.736], [-5.401, -6.363, -0.329], [3.205, 4.294, -0.747], [-0.325, -0.007, 0.195], [-5.130, 0.272, 2.551], [-5.152, -6.192, 3.090], [-6.112, -6.023, 1.271], [2.777, 6.038, -3.543], [5.597, 6.515, -2.657], [-2.942, -2.457, 4.134], [-6.171, -4.795, 0.033], [3.373, 6.880, -1.963], [-3.543, -1.740, 0.831], [-1.543, -3.207, 3.319], [-3.812, -0.048, 0.468], [-4.922, -1.421, 2.973], [7.811, 0.763, -0.118], [-4.634, -8.041, 1.386], [5.045, 5.502, -4.149]], "nbo_charge": [0.2366, 0.8092, -0.4700, -0.5100, -0.5134, -0.5894, -0.5903, -0.2509, -0.2717, -0.5641, -0.5542, 0.8023, 0.2931, -0.2309, 0.0111, -0.4578, -0.2171, -0.7452, -0.4371, -0.2359, -0.5197, 0.7987, 0.1963, -0.0683, -0.6356, -0.4139, -0.0839, -0.7512, -0.6378, 0.1058, 0.0954, 0.2215, 0.2395, 0.2347, 0.2241, 0.2367, 0.2466, 0.2425, 0.2395, 0.2178, 0.2021, 0.2513, 0.2327, 0.2702, 0.2182, 0.1780, 0.2180, 0.2222, 0.2300, 0.2382, 0.2501, 0.2118, 0.2089, 0.2479, 0.2034, 0.2026, 0.2559, 0.2088, 0.2466], "smiles": "c1cc(CCCCSc2nnco2)c2nsnc2c1.CCOC(C)=O.CCOC(C)=O", "homo_lumo_gap_ev": 6.861, "e_lumo_ev": -1.36, "spin_multiplicity": 1, "de_lowest_kj_mol": 1543.8, "e_homo_ev": -8.23}